A 10-piece molecular cluster, C60H143F3N8O15S overall in a non-equilibrium geometry, computed with the ωB97M-V functional and the def2-TZVPD basis.

Last column: Löwdin charge in e.
Atoms and positions in Å:
C 2.62698 2.17091 -4.95815  -0.07
O 3.83955 1.93039 -4.26122  -0.17
C 3.74329 2.31530 -2.92078  -0.20
C 4.79119 1.46920 -2.18227  -0.07
N 4.63549 0.06152 -2.65998  0.05
H 3.62838 -0.21369 -2.49869  0.11
H 4.74986 -0.03103 -3.67047  0.17
C 5.36652 -1.05900 -1.99365  -0.09
C 6.85520 -0.95568 -2.27195  -0.20
O 7.49785 0.23021 -1.88383  -0.17
C 7.75928 0.32092 -0.52663  -0.12
H 2.81460 2.18349 -6.02916  0.11
H 2.20181 3.14652 -4.70291  0.08
H 1.87973 1.42164 -4.72593  0.05
H 2.74840 2.00529 -2.56485  0.12
H 3.88858 3.38792 -2.80473  0.12
H 4.57041 1.47067 -1.11513  0.12
H 5.80111 1.77905 -2.42873  0.13
H 5.00948 -1.93400 -2.54308  0.13
H 4.99408 -1.18879 -0.98112  0.13
H 7.02057 -1.07851 -3.34684  0.14
H 7.41248 -1.80497 -1.85168  0.14
H 8.24248 -0.56233 -0.10062  0.10
H 6.88319 0.55314 0.10341  0.07
H 8.40301 1.19267 -0.40838  0.10
C -6.12770 -2.85323 2.69873  -0.09
O -5.83462 -2.65909 1.33577  -0.20
C -6.91606 -3.01637 0.49915  -0.21
C -6.80230 -2.51632 -0.89862  -0.08
N -7.06087 -1.03898 -0.97308  0.07
H -6.98061 -0.69876 -1.93875  0.18
H -8.05311 -0.88377 -0.75144  0.20
C -6.26164 -0.14534 -0.08657  -0.08
C -4.77203 -0.10171 -0.39398  -0.23
O -4.52766 -0.16379 -1.76050  -0.18
C -3.13044 -0.01430 -2.05900  -0.06
H -6.75678 -2.04503 3.10098  0.10
H -5.21836 -2.83049 3.29504  0.08
H -6.69433 -3.76950 2.89834  0.11
H -7.90556 -2.79414 0.92071  0.15
H -6.86852 -4.11540 0.45149  0.15
H -7.59607 -2.96413 -1.49269  0.15
H -5.82943 -2.67298 -1.35824  0.13
H -6.40885 -0.40945 0.95444  0.13
H -6.67056 0.85023 -0.26375  0.15
H -4.21927 -0.84393 0.20314  0.13
H -4.45740 0.86701 0.02469  0.14
H -2.59886 -0.84119 -1.57912  0.06
H -2.70943 0.89417 -1.62453  0.11
H -2.99590 -0.10177 -3.12208  0.06
C -3.18639 -4.56208 -7.63907  -0.09
O -4.32779 -5.25124 -7.15375  -0.15
C -5.53892 -4.77164 -7.64179  -0.22
C -6.53578 -4.48512 -6.53409  -0.07
N -5.93454 -3.71966 -5.38310  0.06
H -6.72939 -3.57985 -4.74738  0.17
H -5.33432 -4.31834 -4.80289  0.18
C -5.40342 -2.34227 -5.65069  -0.07
C -4.24276 -2.00323 -4.72532  -0.20
O -3.37369 -3.10219 -4.71779  -0.19
C -2.26758 -2.94322 -3.84746  -0.08
H -2.28445 -4.89302 -7.13173  0.09
H -3.27991 -3.47170 -7.60133  0.07
H -3.04304 -4.83143 -8.69432  0.11
H -6.01221 -5.53115 -8.27791  0.15
H -5.49433 -3.90290 -8.31050  0.14
H -6.98407 -5.38940 -6.12648  0.15
H -7.34721 -3.88977 -6.95401  0.15
H -6.23008 -1.63316 -5.64219  0.15
H -5.10628 -2.32064 -6.70010  0.13
H -4.64388 -1.80003 -3.72098  0.11
H -3.74892 -1.10431 -5.10710  0.14
H -1.57357 -2.12645 -4.04054  0.08
H -1.71614 -3.88854 -3.89754  0.11
H -2.57971 -2.96634 -2.79110  0.09
C -0.70229 3.87185 0.13255  -0.09
O 0.52286 4.55999 0.17160  -0.21
C 1.49673 4.06192 -0.73619  -0.18
C 2.67380 5.00953 -0.63502  -0.08
N 2.23552 6.44196 -0.82794  0.08
H 2.34827 6.58212 -1.83418  0.19
H 1.25355 6.47596 -0.49049  0.16
C 3.00366 7.52020 -0.08692  -0.06
C 2.05710 8.69839 0.06224  -0.21
O 0.85738 8.15664 0.52068  -0.21
C 0.02485 9.14424 1.14029  -0.05
H -1.43638 4.35198 0.78172  0.09
H -0.63970 2.87389 0.61784  0.08
H -1.09760 3.73809 -0.87728  0.06
H 1.13600 3.90246 -1.75885  0.12
H 1.80489 3.08642 -0.32357  0.13
H 3.47191 4.75696 -1.32353  0.12
H 3.07737 4.93466 0.37220  0.11
H 3.87005 7.75201 -0.69688  0.15
H 3.18244 7.11130 0.90347  0.13
H 1.93662 9.27433 -0.85852  0.15
H 2.52755 9.34417 0.81245  0.14
H -0.90059 8.63221 1.39473  0.09
H -0.26226 9.98846 0.50831  0.11
H 0.51228 9.53864 2.03473  0.10
C 1.62943 -3.10386 4.85009  -0.07
O 0.22751 -3.28008 4.95711  -0.23
C -0.39429 -3.93372 3.89685  -0.22
C -1.87185 -4.00093 4.18199  -0.09
N -2.17605 -4.62607 5.50694  0.07
H -3.14444 -4.97905 5.44646  0.17
H -1.66452 -5.51237 5.61480  0.20
C -2.03076 -3.78878 6.76218  -0.08
C -2.85899 -4.43680 7.84130  -0.20
O -4.16470 -4.38011 7.30940  -0.22
C -5.16406 -4.98424 8.15660  -0.04
H 1.87632 -2.35719 4.08098  0.08
H 2.09114 -4.04716 4.54441  0.11
H 2.00668 -2.76504 5.80891  0.09
H -0.00690 -4.95915 3.78551  0.14
H -0.12507 -3.40029 2.97737  0.14
H -2.41757 -4.63601 3.48623  0.14
H -2.31140 -3.00620 4.11785  0.13
H -2.38770 -2.79671 6.50697  0.13
H -0.95331 -3.80518 6.89143  0.13
H -2.84441 -3.84216 8.75703  0.15
H -2.53204 -5.46685 8.02201  0.14
H -4.71091 -5.83534 8.68160  0.10
H -5.95282 -5.42867 7.55781  0.10
H -5.53110 -4.29315 8.91327  0.10
C 3.16098 -5.68164 -4.59592  -0.08
C 2.52405 -5.01820 -5.80793  -0.23
C 2.75439 -3.51762 -5.71754  -0.15
N 1.92881 -2.60109 -6.56148  -0.27
C 2.07317 -2.96000 -7.99737  -0.11
C 1.17924 -2.14637 -8.89715  -0.15
C -0.28319 -2.24802 -8.48525  -0.17
C -0.54648 -2.08190 -7.00396  -0.15
C 0.48973 -2.73885 -6.10301  -0.09
C 2.43362 -1.24216 -6.34154  0.02
H 3.03872 -6.75775 -4.56188  0.09
H 2.64614 -5.28915 -3.70265  0.08
H 4.18572 -5.34902 -4.42219  0.09
H 1.50565 -5.34535 -6.00691  0.11
H 3.07322 -5.35376 -6.69458  0.12
H 3.79419 -3.36000 -6.02778  0.15
H 2.72157 -3.09938 -4.70616  0.13
H 1.93994 -4.03183 -8.15711  0.14
H 3.11951 -2.81159 -8.27512  0.15
H 1.31128 -2.37723 -9.95052  0.14
H 1.44803 -1.08708 -8.80677  0.12
H -0.63345 -3.19305 -8.92635  0.12
H -0.89935 -1.53020 -9.03281  0.13
H -1.51811 -2.55200 -6.83427  0.08
H -0.63039 -1.04875 -6.65662  0.12
H 0.31325 -3.81064 -6.08644  0.12
H 0.52022 -2.34369 -5.08755  0.12
H 3.47601 -1.14615 -6.63125  0.13
H 2.29719 -1.02188 -5.28788  0.09
H 1.82206 -0.56015 -6.92313  0.11
C 1.81498 4.10022 3.00884  -0.08
C 2.45549 2.71990 2.98835  -0.21
C 3.79698 2.79112 3.69471  -0.10
N 4.41252 1.42755 4.01051  -0.27
C 5.88853 1.73562 4.26874  -0.09
C 6.67501 0.53542 4.69771  -0.14
C 6.04710 -0.17355 5.90974  -0.16
C 4.54148 -0.39876 5.73226  -0.17
C 3.82349 0.84602 5.25518  -0.12
C 4.25999 0.50693 2.85572  0.03
H 0.77203 4.09400 2.70110  0.07
H 2.29617 4.78501 2.31182  0.06
H 1.87341 4.66487 3.94219  0.08
H 2.50428 2.33473 1.96865  0.11
H 1.77112 2.00863 3.47144  0.09
H 3.77645 3.24480 4.68073  0.14
H 4.48893 3.26652 3.00194  0.14
H 5.82381 2.48810 5.05415  0.15
H 6.30218 2.15499 3.35495  0.14
H 7.69592 0.76253 4.99963  0.14
H 6.71458 -0.25973 3.94744  0.12
H 6.14814 0.40891 6.83356  0.13
H 6.56874 -1.10321 6.12738  0.13
H 4.16036 -0.62301 6.73153  0.13
H 4.35548 -1.29296 5.13325  0.11
H 3.86201 1.61665 6.02463  0.14
H 2.79584 0.55173 5.02916  0.12
H 3.23001 0.38469 2.54045  0.10
H 4.71724 -0.43891 3.12296  0.10
H 4.86967 0.93404 2.06255  0.11
C -0.52661 -0.16557 3.89378  -0.08
C -1.11413 1.16514 4.39862  -0.20
C -0.70406 1.33402 5.85294  -0.16
N -0.85873 2.66104 6.52517  -0.25
C -2.32781 2.72271 6.96660  -0.10
C -2.73626 4.00109 7.68840  -0.15
C -2.27790 5.20702 6.87234  -0.16
C -0.79476 5.16199 6.56268  -0.14
C -0.51306 3.92861 5.72575  -0.09
C -0.05236 2.57562 7.78525  0.03
H -1.11016 -0.49724 3.03173  0.08
H -0.62717 -0.93223 4.66413  0.06
H 0.50333 -0.09784 3.54129  0.06
H -2.19794 1.02655 4.43171  0.11
H -0.83850 1.98220 3.73721  0.10
H 0.36604 1.11373 5.95721  0.12
H -1.22321 0.59426 6.45828  0.14
H -2.92974 2.58714 6.06907  0.14
H -2.44103 1.87612 7.64142  0.14
H -3.82091 4.03296 7.76897  0.14
H -2.31711 4.00365 8.69698  0.13
H -2.81743 5.02805 5.93078  0.13
H -2.56527 6.15261 7.32063  0.14
H -0.47642 6.06319 6.04428  0.14
H -0.17470 5.02513 7.44881  0.11
H -1.05110 3.89499 4.77929  0.13
H 0.54000 3.77794 5.47655  0.11
H -0.27110 1.61179 8.23345  0.12
H -0.28284 3.41401 8.42064  0.10
H 1.00040 2.57546 7.50468  0.11
C 0.03084 -0.68531 -1.42721  -0.03
C 1.56244 -0.84667 -1.45926  -0.72
O 2.19794 -0.54112 -0.40672  -0.09
O 2.10380 -1.26154 -2.52880  -0.09
H 0.00528 0.39077 -1.21190  0.07
H -0.51396 -1.30246 -0.72644  0.07
H -0.34271 -0.65545 -2.45031  0.04
C -0.67366 1.94413 -4.50356  -0.66
F 0.10072 1.47982 -3.51413  0.08
F -0.07327 1.72081 -5.66219  0.13
F -1.82301 1.20908 -4.48217  0.07
S -1.03018 3.72307 -4.22227  0.44
O -1.60514 3.69177 -2.90376  -0.33
O 0.29787 4.28222 -4.33619  -0.32
O -1.87521 4.00038 -5.33808  -0.26

Calculated values
spin multiplicity	1
Kohn-Sham gap	7.435	eV
charge	+6
total energy	-126096.990	eV